# 1
Below is 2 unconnected molecules or ions with the total composition C3H4O2S2 in a non-equilibrium geometry, with properties calculated with wB97M-V/def2-TZVPD.

Geometry as XYZ:
```
11
Properties=species:S:1:pos:R:3
C 2.18908 1.60030 -0.10030
C 1.50229 0.37882 -0.22126
C -2.29292 -0.67965 0.21163
O 3.10303 1.75481 0.69098
O 0.65062 -2.01963 -0.09740
S 1.85227 -1.19417 -0.12059
S -1.37513 0.37805 -0.89181
H 1.81802 2.41696 -0.74197
H -2.02485 -0.45354 1.24062
H -2.07483 -1.71874 -0.01853
H -3.34757 -0.46323 0.04863
```

Its highest occupied orbital energy (alpha / beta) is -9.4 / -9.5 eV. The largest force on an atom is 3.79 eV/A. The HOMO-LUMO gap (alpha / beta) is 6.31 / 6.36 eV. The LUMO energy (alpha / beta) comes out at -3.1 / -3.1 eV. The calculation puts the energy relative to the best compared isomer or geometry (same formula, charge and spin) at 5.400 eV. The multiplicity is 1.

Löwdin atomic charge list, values in e, 5 entries: number 1, C, carries -0.39; number 2, C, carries -0.34; number 3, C, carries -0.54; number 4, O, carries 0.05; number 5, O, carries -0.56

***

# 2
Below is a molecular structure, C13H15N4O7PtSSi, with properties calculated with wB97M-V/def2-TZVPD.

Geometry as XYZ:
```
42
Properties=species:S:1:pos:R:3
Pt 0.81482 -1.21422 1.00085
O 1.45373 -5.55023 -3.33871
C 0.29451 -5.48496 -2.74619
O -0.61595 -6.26555 -2.95381
C 0.11706 -4.42170 -1.70870
C -1.05204 -4.29802 -0.98900
N -0.89430 -3.28292 -0.13821
N 0.31898 -2.72393 -0.27500
C 0.96094 -3.39241 -1.23006
C 2.36682 -2.98663 -1.66810
O 2.89776 -3.77089 -2.51057
O 2.82771 -1.95747 -1.18856
H 2.10267 -4.78888 -2.98311
H -1.96011 -4.87173 -1.04926
H -1.55377 -2.81012 0.47747
C 6.05608 -1.11827 3.29314
Si 4.79793 -0.82669 4.64134
C 4.26790 -2.44097 5.42080
C 5.53345 0.29391 5.95525
C 3.28622 0.04467 3.93371
C 2.85252 1.28986 4.37365
C 1.73495 1.92154 3.82848
C 1.04561 1.28176 2.81964
N 1.44250 0.08767 2.38973
C 2.52218 -0.53454 2.91107
S 2.69431 -2.03886 2.05960
H 6.97252 -1.54230 3.71123
H 6.31266 -0.18497 2.78782
H 5.67151 -1.80552 2.53834
H 5.12911 -2.98800 5.81186
H 3.76757 -3.07282 4.68503
H 3.57211 -2.26679 6.24438
H 6.42574 -0.17292 6.37894
H 4.83381 0.47340 6.77469
H 5.83211 1.26037 5.54303
H 3.39899 1.79267 5.16401
H 1.40915 2.89092 4.17651
H 0.17407 1.70072 2.33362
O -2.22972 -1.38123 1.43824
N -2.00985 -0.31116 0.85392
O -2.85708 0.54320 0.69707
O -0.83043 -0.07960 0.36446
```

Its highest occupied orbital energy is -5.7 eV. The largest force on an atom is 0.36 eV/A. The HOMO-LUMO gap is 7.95 eV. The LUMO energy comes out at 2.3 eV. The calculation puts the energy relative to the best compared isomer or geometry (same formula, charge and spin) at 0.000 eV. The multiplicity is 1. The charge is -1.

Löwdin atomic charge list, values in e, 5 entries: number 1, Pt, carries 0.97; number 2, O, carries 0.09; number 3, C, carries -0.54; number 4, O, carries 0.05; number 5, C, carries -0.05

***

# 3
Below is a molecular structure, C36H26BF4N4O4S3Ti in a non-equilibrium geometry, with properties calculated with wB97M-V/def2-TZVPD.

Geometry as XYZ:
```
79
Properties=species:S:1:pos:R:3
Ti 0.17679 -0.56109 -0.57607
O 0.28458 0.53569 0.76646
C 0.00946 1.74197 1.18936
C 1.03333 2.67599 1.41154
C 0.74258 3.95641 1.82657
C -0.57431 4.34354 2.06356
C -1.59053 3.42952 1.89524
C -1.32758 2.12915 1.45725
C -2.40881 1.19982 1.23000
N -2.28198 0.10544 0.60082
C -3.42967 -0.74390 0.46951
C -3.14603 -2.07842 1.18048
N -1.96673 -2.64585 0.60514
C -2.07417 -3.67354 -0.12742
C -0.98037 -4.22448 -0.89424
C -1.13050 -5.44481 -1.55007
C -0.13530 -5.94980 -2.35810
C 1.03238 -5.21544 -2.54269
C 1.20655 -4.00114 -1.92018
C 0.20006 -3.46501 -1.09904
O 0.33115 -2.27772 -0.58494
H 2.04709 2.36389 1.19834
H 1.53864 4.67350 1.94347
H -0.79323 5.36075 2.35870
H -2.61558 3.71782 2.09525
H -3.39226 1.50489 1.63192
H -3.58330 -0.94371 -0.59441
H -4.34492 -0.29749 0.90080
H -4.03336 -2.73401 1.08973
H -2.96128 -1.87657 2.24333
H -3.03878 -4.20173 -0.23787
H -2.05423 -5.99325 -1.41544
H -0.26933 -6.89322 -2.86819
H 1.80658 -5.59676 -3.19534
H 2.09672 -3.40529 -2.07838
S 3.83080 -2.79483 2.03415
C 2.52091 -3.10075 3.12944
C 2.50492 -3.82854 4.30869
C 1.32480 -3.88493 5.02682
C 0.16909 -3.25013 4.56966
C 0.18004 -2.52300 3.39835
C 1.36585 -2.42760 2.67458
N 1.54538 -1.69487 1.54468
C 2.73660 -1.75737 1.07137
C 3.19364 -0.99206 -0.07127
C 4.56354 -0.86677 -0.32456
C 5.01185 -0.03102 -1.32724
C 4.09378 0.70704 -2.06006
C 2.73348 0.56349 -1.82332
C 2.23671 -0.30504 -0.85368
H 3.39625 -4.32717 4.66134
H 1.29849 -4.42902 5.96101
H -0.74081 -3.32690 5.14999
H -0.69515 -2.03024 3.00577
H 5.27446 -1.40878 0.28650
H 6.07191 0.07488 -1.51371
H 4.43781 1.40705 -2.81037
H 2.04190 1.16184 -2.40730
O 1.63959 5.79315 -2.85262
S 1.14416 5.29351 -1.59539
O 1.78852 5.82899 -0.42309
N 1.10483 3.64114 -1.59353
C -0.12093 3.20685 -1.61713
S -0.62140 1.60774 -1.87383
C -1.17024 4.24731 -1.51421
C -2.53807 4.05580 -1.41645
C -3.35227 5.17152 -1.30606
C -2.81405 6.45318 -1.31430
C -1.43874 6.64191 -1.40884
C -0.64007 5.52528 -1.49456
H -2.92922 3.04971 -1.43070
H -4.42298 5.04042 -1.22739
H -3.47176 7.31004 -1.25336
H -1.00625 7.63194 -1.41845
F 0.42959 -1.12976 -2.95197
B -0.94037 -1.40361 -3.25633
F -1.58249 -1.16654 -1.98310
F -1.10699 -2.70684 -3.62685
F -1.42082 -0.54220 -4.18782
```

Its highest occupied orbital energy is -5.8 eV. The largest force on an atom is 2.85 eV/A. The HOMO-LUMO gap is 8.05 eV. The LUMO energy comes out at 2.2 eV. The calculation puts the energy relative to the best compared isomer or geometry (same formula, charge and spin) at 1.717 eV. The multiplicity is 1. The charge is -1.

Löwdin atomic charge list, values in e, 5 entries: number 1, Ti, carries 1.06; number 2, O, carries -0.23; number 3, C, carries -0.32; number 4, C, carries 0.00; number 5, C, carries -0.08

***

# 4
Below is a single C17H22BrNO2 molecule in a non-equilibrium geometry, with properties calculated with wB97M-V/def2-TZVPD.

Geometry as XYZ:
```
43
Properties=species:S:1:pos:R:3
C 4.00550 -2.28809 -0.37406
C 3.26399 -2.14913 0.97662
C 1.80729 -2.53293 0.77175
C 1.37119 -3.86118 0.82993
C -0.00664 -4.21666 0.63698
Br -0.61337 -6.03368 0.68261
C -0.93822 -3.24714 0.30799
C -0.49833 -1.90293 0.24357
C -1.20334 -0.66400 -0.00594
C -0.29894 0.40714 0.08403
N 0.95676 -0.20219 0.30678
C 0.84805 -1.56212 0.45461
C -0.75346 1.81488 -0.14894
C 0.27067 2.46490 -1.10552
C 0.44678 1.68097 -2.42020
C -0.81178 2.57415 1.17242
C -1.46575 3.99165 1.10587
O -2.82969 3.93522 0.62972
O -2.04176 1.80336 -0.81186
C -3.08833 0.98176 -0.21858
C -2.70386 -0.54063 -0.28608
H 3.47771 -1.68043 -1.13015
H 5.06106 -1.95926 -0.29141
H 4.04548 -3.28486 -0.76048
H 3.30954 -1.11386 1.34834
H 3.66025 -2.81124 1.77252
H 2.05061 -4.66214 1.09051
H -1.97614 -3.55485 0.09362
H 1.84487 0.31681 0.26899
H -0.08569 3.48074 -1.32348
H 1.25546 2.50944 -0.65582
H 1.03163 2.26415 -3.16349
H 0.98174 0.73980 -2.27216
H -0.55190 1.50530 -2.87496
H 0.18987 2.68333 1.56564
H -1.34491 1.98187 1.92726
H -1.46578 4.44996 2.12432
H -0.88173 4.62693 0.41289
H -2.83981 3.55056 -0.25528
H -4.04437 1.17017 -0.72817
H -3.16763 1.26431 0.84669
H -3.32165 -1.04577 0.43464
H -2.94536 -0.88425 -1.26174
```

Its highest occupied orbital energy is -8.0 eV. The largest force on an atom is 4.34 eV/A. The HOMO-LUMO gap is 8.51 eV. The LUMO energy comes out at 0.5 eV. The calculation puts the energy relative to the best compared isomer or geometry (same formula, charge and spin) at 0.000 eV. The multiplicity is 1.

Löwdin atomic charge list, values in e, 5 entries: number 1, C, carries -0.09; number 2, C, carries -0.19; number 3, C, carries -0.18; number 4, C, carries -0.07; number 5, C, carries -0.67